{"formula": "C21H32N2O", "method": "ωB97M-V/def2-TZVPD", "mol_weight_g_mol": 328.5, "gap_ev": 9.2, "e_above_lowest_kj_mol": 115.3, "symbols": ["C", "C", "C", "C", "H", "H", "C", "C", "O", "N", "C", "H", "C", "N", "C", "C", "H", "H", "H", "H", "C", "C", "C", "C", "C", "C", "C", "C", "C", "H", "H", "H", "H", "H", "H", "H", "H", "H", "H", "H", "H", "C", "C", "H", "H", "H", "H", "H", "H", "H", "H", "H", "H", "H", "H", "H"], "positions_angstrom": [[5.89620, 1.52212, -0.48470], [6.13719, 0.02744, -0.30448], [4.86107, -0.80530, -0.43893], [3.93639, -0.66159, 0.76937], [4.39135, -1.15585, 1.63245], [3.82949, 0.39707, 1.01293], [2.53560, -1.25652, 0.53936], [1.85464, -0.48892, -0.59085], [1.83140, -0.91471, -1.73217], [1.32829, 0.72583, -0.29503], [1.15621, 1.34778, 0.99500], [1.66735, 0.79655, 1.78048], [-0.33910, 1.45176, 1.31578], [-0.97825, 2.24916, 0.28933], [-0.83734, 1.60372, -1.00295], [0.64877, 1.47457, -1.33411], [0.78887, 0.94473, -2.27686], [1.09525, 2.47235, -1.39896], [-1.32658, 2.22182, -1.75808], [-1.30160, 0.60244, -1.01829], [-2.34592, 2.64573, 0.59649], [-3.32301, 1.50992, 0.68844], [-4.28167, 1.28833, -0.20727], [-5.24964, 0.19945, -0.19599], [-5.11110, -0.93061, 0.61099], [-6.05867, -1.93532, 0.58855], [-7.16582, -1.83566, -0.23825], [-7.31448, -0.72370, -1.05026], [-6.36461, 0.27908, -1.03236], [-6.48598, 1.14431, -1.66917], [-8.17266, -0.64039, -1.70130], [-7.90528, -2.62255, -0.25269], [-5.93289, -2.80467, 1.21779], [-4.24889, -1.03135, 1.25267], [-4.39767, 1.99054, -1.02529], [-3.18943, 0.84844, 1.53297], [-2.65960, 3.34442, -0.18435], [-2.31584, 3.18515, 1.54937], [-0.47372, 1.94470, 2.28148], [-0.75434, 0.43001, 1.37662], [1.57428, 2.36042, 0.94660], [2.58476, -2.74857, 0.19765], [1.21159, -3.39644, 0.32873], [1.26674, -4.45513, 0.08683], [0.51039, -2.92604, -0.35632], [0.82904, -3.29620, 1.34382], [3.29114, -3.24549, 0.86634], [2.93332, -2.86394, -0.82831], [1.95548, -1.14774, 1.46116], [5.13626, -1.85493, -0.55357], [4.32948, -0.50315, -1.34238], [6.58930, -0.15548, 0.67354], [6.84950, -0.30291, -1.06367], [5.24985, 1.91629, 0.29582], [6.83825, 2.06479, -0.44698], [5.42661, 1.71424, -1.44693]], "forces_ev_per_angstrom": [[0.109, -0.199, 0.081], [-0.165, 0.005, -0.126], [0.164, 0.079, 0.241], [-0.088, -0.005, -0.185], [-0.017, 0.042, 0.043], [0.036, 0.051, 0.101], [0.176, -0.269, -0.047], [0.063, -0.082, 0.316], [0.047, -0.301, -0.256], [-0.163, 0.361, -0.133], [-0.177, -0.107, 0.434], [0.037, 0.014, -0.066], [0.298, 0.137, 0.036], [0.008, 0.035, 0.022], [0.282, 0.036, -0.084], [-0.234, -0.073, -0.423], [-0.004, 0.131, 0.117], [-0.039, -0.024, -0.025], [-0.027, -0.029, -0.034], [0.022, 0.070, -0.046], [0.002, 0.025, 0.004], [-0.045, 0.121, -0.191], [0.329, 0.270, 0.239], [-0.379, -0.370, -0.063], [0.023, 0.093, -0.050], [0.002, -0.057, 0.074], [-0.081, -0.014, -0.045], [-0.124, -0.103, -0.023], [0.180, 0.050, 0.097], [0.010, 0.082, -0.056], [-0.058, 0.008, -0.046], [-0.054, -0.060, -0.007], [0.017, -0.058, 0.042], [0.098, -0.011, 0.051], [0.051, 0.123, -0.080], [-0.082, -0.176, 0.104], [-0.059, 0.012, 0.080], [-0.039, 0.042, -0.084], [-0.010, -0.028, 0.020], [0.017, 0.026, 0.047], [-0.010, -0.071, 0.085], [-0.235, 0.168, 0.035], [0.217, 0.021, -0.055], [-0.090, -0.107, -0.011], [-0.126, 0.011, -0.066], [-0.068, -0.017, 0.094], [0.080, 0.026, 0.003], [0.104, -0.019, 0.052], [0.012, 0.017, -0.044], [-0.073, -0.045, -0.082], [-0.001, -0.059, -0.108], [0.097, -0.054, 0.005], [0.066, -0.032, 0.064], [-0.075, 0.113, 0.054], [0.034, 0.129, 0.000], [-0.057, 0.076, -0.107]]}


{"formula": "C21H32N4O", "method": "ωB97M-V/def2-TZVPD", "mol_weight_g_mol": 356.5, "gap_ev": 8.9, "e_above_lowest_kj_mol": 31.4, "symbols": ["C", "H", "H", "H", "C", "C", "H", "H", "H", "C", "H", "H", "C", "N", "C", "C", "N", "C", "H", "C", "C", "H", "H", "C", "O", "H", "H", "H", "H", "H", "C", "C", "C", "C", "C", "N", "C", "N", "C", "C", "C", "C", "H", "H", "H", "H", "H", "H", "H", "H", "H", "H", "H", "H", "H", "H", "H", "H"], "positions_angstrom": [[3.14221, 5.94523, 2.47109], [4.05958, 5.95471, 3.05541], [3.21178, 6.72270, 1.71326], [2.31261, 6.18483, 3.13320], [2.93087, 4.57433, 1.82971], [2.92663, 3.48982, 2.90227], [2.70985, 2.52742, 2.45093], [3.89075, 3.44574, 3.40496], [2.16078, 3.70036, 3.64589], [1.62852, 4.56506, 1.02161], [0.78179, 4.54782, 1.70926], [1.56931, 5.49194, 0.44581], [1.51400, 3.40255, 0.02827], [1.25887, 2.13017, 0.68579], [-0.14158, 1.89904, 0.98950], [-0.96270, 1.43785, -0.21893], [-0.36775, 0.24649, -0.80080], [1.00398, 0.52472, -1.19101], [1.04601, 1.31616, -1.96218], [1.83307, 0.96827, 0.02442], [2.00895, -0.17381, 1.03788], [1.08655, -0.74348, 1.13424], [2.24051, 0.26726, 2.01105], [3.14280, -1.12020, 0.64140], [4.38091, -0.46565, 0.50566], [4.56246, 0.01777, 1.32011], [2.94732, -1.57237, -0.33358], [3.21863, -1.92695, 1.38672], [2.83344, 1.24552, -0.32767], [1.43736, -0.38231, -1.61947], [-1.14718, -0.24307, -1.93838], [-2.53253, -0.65847, -1.57286], [-3.69121, 0.04379, -1.77586], [-4.77215, -0.77291, -1.37786], [-4.24203, -1.95476, -0.95991], [-2.87732, -1.89154, -1.06326], [-2.05292, -2.95622, -0.71129], [-2.60196, -4.16175, -0.82252], [-1.87802, -5.21719, -0.50173], [-0.56786, -5.13895, -0.05774], [-0.00419, -3.87832, 0.08147], [-0.75360, -2.76200, -0.23967], [-0.37096, -1.76255, -0.11420], [1.00661, -3.76394, 0.44678], [-0.01204, -6.03127, 0.18232], [-2.37935, -6.16997, -0.61177], [-4.70826, -2.84228, -0.58406], [-5.81112, -0.51098, -1.40455], [-3.75966, 1.03676, -2.17652], [-0.60615, -1.09299, -2.36826], [-1.22611, 0.53717, -2.71664], [-1.02345, 2.24998, -0.96668], [-1.97880, 1.19714, 0.10010], [-0.19524, 1.13232, 1.76617], [-0.57283, 2.81750, 1.38981], [2.45651, 3.32473, -0.51965], [0.72946, 3.65001, -0.70375], [3.76331, 4.38354, 1.14268]], "forces_ev_per_angstrom": [[0.091, -0.230, -0.203], [0.088, 0.055, 0.104], [-0.001, 0.131, -0.048], [-0.107, 0.051, 0.105], [-0.237, 0.118, 0.186], [0.262, 0.012, -0.205], [-0.003, -0.098, 0.113], [0.103, 0.013, 0.138], [-0.133, 0.007, 0.128], [0.351, -0.199, -0.273], [-0.126, 0.086, 0.056], [-0.083, 0.070, 0.014], [-0.209, 0.272, 0.110], [0.057, -0.003, -0.138], [-0.198, -0.028, -0.124], [0.012, 0.110, 0.328], [0.017, 0.168, -0.096], [0.203, 0.051, 0.125], [-0.002, -0.073, -0.022], [0.099, -0.227, -0.050], [0.363, -0.022, -0.392], [-0.077, -0.058, 0.118], [-0.039, -0.018, 0.055], [-0.496, -0.177, 0.249], [0.426, 0.291, 0.027], [0.018, -0.050, -0.050], [-0.029, -0.063, 0.047], [-0.063, 0.029, -0.166], [-0.140, -0.002, 0.037], [0.011, -0.012, -0.083], [0.068, -0.020, 0.111], [0.136, 0.504, -0.351], [0.247, -0.068, 0.019], [-0.036, -0.123, 0.045], [-0.469, -0.052, 0.121], [-0.335, 0.317, -0.074], [0.620, -0.777, 0.269], [-0.296, 0.439, -0.195], [0.259, -0.201, 0.136], [0.055, 0.052, 0.028], [-0.185, -0.139, -0.096], [-0.138, -0.074, -0.073], [0.012, 0.111, 0.028], [0.072, 0.014, 0.030], [0.024, -0.094, 0.015], [0.048, -0.120, 0.025], [-0.049, -0.132, 0.043], [-0.205, -0.033, 0.029], [0.091, 0.183, -0.112], [0.008, 0.105, -0.053], [0.023, -0.126, 0.057], [-0.041, -0.032, -0.018], [0.034, 0.107, -0.027], [-0.128, 0.027, 0.042], [-0.028, -0.037, 0.071], [-0.032, -0.012, -0.050], [0.101, -0.026, -0.067], [-0.011, 0.001, -0.040]]}


{"formula": "C21H32N4O4S", "method": "ωB97M-V/def2-TZVPD", "mol_weight_g_mol": 436.6, "gap_ev": 9.5, "e_above_lowest_kj_mol": 86.0, "symbols": ["O", "C", "N", "C", "H", "H", "C", "N", "C", "H", "H", "C", "H", "H", "C", "C", "C", "C", "C", "C", "C", "H", "H", "H", "H", "H", "H", "H", "H", "H", "C", "C", "C", "N", "S", "O", "O", "N", "C", "H", "C", "H", "O", "C", "H", "C", "H", "H", "H", "H", "H", "C", "C", "H", "H", "H", "H", "H", "H", "H", "H", "H"], "positions_angstrom": [[0.12215, -4.26281, -1.53202], [0.26215, -3.09355, -1.20774], [-0.09964, -2.09581, -2.04304], [-0.14521, -0.66472, -1.84034], [0.31495, -0.35531, -0.90702], [0.39538, -0.18999, -2.66772], [-1.59833, -0.18481, -1.87356], [-2.19956, -0.53064, -3.14785], [-2.16924, -1.96885, -3.33147], [-2.61384, -2.21026, -4.29971], [-2.73839, -2.49612, -2.54431], [-0.72038, -2.44874, -3.30721], [-0.67208, -3.53228, -3.41863], [-0.16492, -1.96648, -4.11746], [-3.53418, 0.02500, -3.28692], [-3.48977, 1.52556, -3.39344], [-2.55184, 2.12901, -4.22275], [-2.50607, 3.50515, -4.34500], [-3.40273, 4.29542, -3.64440], [-4.34026, 3.70178, -2.81794], [-4.38066, 2.32363, -2.69061], [-5.11279, 1.86510, -2.04058], [-5.04092, 4.31258, -2.26747], [-3.36973, 5.37059, -3.74180], [-1.77165, 3.96467, -4.99040], [-1.85634, 1.50416, -4.76182], [-3.96334, -0.37939, -4.21055], [-4.19320, -0.27444, -2.45194], [-1.62226, 0.90027, -1.75632], [-2.15200, -0.63866, -1.03011], [0.89222, -2.78637, 0.15239], [-0.07880, -2.11916, 1.13352], [0.61785, -1.88475, 2.47322], [1.84737, -1.12996, 2.31692], [1.62845, 0.51177, 2.00759], [0.23327, 0.82401, 1.99283], [2.43080, 0.91488, 0.89509], [2.27115, 1.23604, 3.35515], [1.55575, 0.96623, 4.58436], [0.49941, 1.15153, 4.39431], [2.09619, 1.90239, 5.66790], [1.64546, 1.67534, 6.63514], [3.48514, 1.73695, 5.83181], [4.17347, 1.99561, 4.63065], [5.23138, 1.83655, 4.84460], [3.69927, 1.06140, 3.51487], [4.16731, 1.31310, 2.56411], [3.93286, 0.02018, 3.78278], [4.00928, 3.03752, 4.32098], [1.87273, 2.94184, 5.38843], [1.70173, -0.07952, 4.89351], [2.79781, -1.79143, 1.44191], [2.22296, -2.03314, 0.04627], [2.10961, -1.06480, -0.43647], [2.92775, -2.62584, -0.53992], [3.07443, -2.73787, 1.91765], [3.67836, -1.15272, 1.37650], [0.87568, -2.83565, 2.95038], [-0.03080, -1.31413, 3.13756], [-0.42770, -1.15310, 0.77450], [-0.94589, -2.76608, 1.28132], [1.12018, -3.78087, 0.56025]], "forces_ev_per_angstrom": [[-0.029, -0.337, 0.044], [0.342, -0.266, 0.528], [-0.118, 0.203, -0.438], [-0.205, 0.343, 0.286], [0.027, -0.067, -0.065], [0.006, 0.037, 0.120], [0.316, 0.126, -0.013], [-0.127, -0.062, 0.038], [0.251, -0.065, -0.144], [-0.022, -0.020, 0.035], [0.010, 0.004, -0.044], [-0.297, -0.387, -0.154], [0.017, 0.186, -0.032], [-0.033, -0.016, -0.001], [0.031, -0.076, -0.053], [-0.101, 0.044, 0.040], [-0.031, -0.005, -0.006], [0.046, 0.021, -0.057], [-0.036, 0.110, 0.028], [-0.054, 0.117, 0.017], [0.030, -0.097, -0.041], [-0.052, -0.064, 0.075], [-0.047, 0.053, 0.046], [0.007, 0.084, -0.001], [0.059, 0.032, -0.053], [0.097, -0.060, -0.052], [-0.016, -0.048, 0.105], [0.008, 0.014, -0.078], [0.011, -0.029, 0.058], [0.018, 0.031, -0.019], [-0.056, 0.020, -0.088], [0.136, -0.145, 0.129], [-0.712, -0.029, 0.038], [-0.136, 0.956, -0.168], [0.258, 0.278, 0.545], [-0.137, -0.217, 0.268], [0.315, -0.193, 0.048], [-0.375, 0.041, -0.748], [-0.239, 0.077, 0.483], [-0.030, -0.004, 0.216], [-0.280, -0.126, -0.179], [-0.057, 0.039, -0.115], [0.095, -0.093, 0.179], [0.033, -0.117, -0.334], [-0.060, 0.039, -0.113], [0.519, 0.112, 0.099], [0.190, 0.005, 0.105], [0.040, 0.036, 0.002], [0.057, -0.054, 0.007], [-0.024, -0.057, 0.049], [-0.024, 0.035, 0.032], [0.480, 0.014, -0.532], [0.013, -0.123, 0.172], [0.047, -0.061, -0.082], [0.016, 0.025, -0.047], [0.008, 0.082, 0.023], [0.111, -0.244, -0.021], [0.011, 0.078, 0.021], [-0.068, -0.257, 0.058], [-0.105, -0.064, -0.026], [-0.053, 0.032, -0.026], [-0.084, 0.112, -0.162]]}


| no. | lowest unoccupied orbital energy (eV) | HOMO (eV) | calculated total energy (eV) |
| --- | --- | --- | --- |
| 1 | 0.6749 | -8.489 | -27324.3163 |
| 2 | 0.7012 | -8.173 | -30303.9682 |
| 3 | 0.7544 | -8.759 | -47281.9707 |